1.
Entry from the OMol25 dataset: a cluster of 2 separate species, C5H13NO in total at a distorted geometry (ωB97M-V with the def2-TZVPD basis set).

As for the frontier orbital gap: 10.481 eV. The value obtained for the relative energy (zero: lowest compared OMol25 entry of this formula, charge and spin) is 57.3 kJ/mol. For the calculated total energy, the calculation gives -328.29702 a.u. The HOMO energy is -9.7 eV.

Geometry as ORCA input:
```
! RIJCOSX wB97M-V def2-TZVPD def2/J DEFGRID3
* xyz 0 1
C -0.7967 -1.1428 -1.9097
C -0.2429 -0.1440 -2.9193
H -1.6907 -1.6664 -2.2771
H -0.2262 -2.0570 -1.7293
H -1.0833 -0.6089 -1.0128
H 0.7843 0.1114 -2.6522
H -0.9082 0.7037 -3.0516
H -0.1629 -0.5485 -3.9341
C -0.2977 0.7231 1.1190
C 0.4536 1.8735 1.8487
C 0.0120 -0.5047 1.9168
O -0.6630 -0.8433 2.8780
N 1.1046 -1.2071 1.5428
H -1.3483 0.9888 1.1202
H 0.1937 0.7039 0.1453
H 0.0055 1.9413 2.8450
H 1.3877 -1.9318 2.1684
H 1.7362 -1.0597 0.7727
H 0.2172 2.8691 1.4563
H 1.5254 1.7993 1.6730
*
```

2.
Entry from the OMol25 dataset: a cluster of 2 separate species, C5H13NO in total at a distorted geometry (ωB97M-V with the def2-TZVPD basis set).

As for the frontier orbital gap: 9.480 eV. The value obtained for the relative energy (zero: lowest compared OMol25 entry of this formula, charge and spin) is 126.8 kJ/mol. For the calculated total energy, the calculation gives -328.27053 a.u. The HOMO energy is -8.5 eV.

Geometry as ORCA input:
```
! RIJCOSX wB97M-V def2-TZVPD def2/J DEFGRID3
* xyz 0 1
C -0.9958 -0.7419 0.0216
N 0.0843 0.2277 -0.3098
C 1.0529 -0.2493 -1.2422
C 0.6988 0.7026 0.9458
C -0.2576 0.1835 2.0072
C -0.5462 -1.1932 1.4125
H -1.0185 -1.4441 -0.8085
H -1.9584 -0.2458 0.1562
H 0.6215 -0.7639 -2.1003
H 1.7890 -0.9587 -0.8171
H 1.6831 0.5704 -1.5952
H 0.9667 1.7569 0.9278
H 1.6863 0.2248 0.9928
H -1.1492 0.8111 2.0467
H 0.1704 0.1821 3.0038
H 0.3809 -1.7713 1.4043
H -1.2081 -1.8699 1.9602
H -0.4924 1.0846 -2.0361
H -0.8176 1.5909 -3.4373
O -0.6902 1.9037 -2.5324
*
```

3.
Entry from the OMol25 dataset: a cluster of 2 separate species, C5H13NO in total at a distorted geometry (ωB97M-V with the def2-TZVPD basis set).

As for the frontier orbital gap: 10.015 eV. The value obtained for the relative energy (zero: lowest compared OMol25 entry of this formula, charge and spin) is 140.6 kJ/mol. For the calculated total energy, the calculation gives -328.26530 a.u. The HOMO energy is -9.1 eV.

Geometry as ORCA input:
```
! RIJCOSX wB97M-V def2-TZVPD def2/J DEFGRID3
* xyz 0 1
N -2.0779 -1.3746 -1.2720
C -2.9598 -0.2929 -1.5979
O -2.3551 0.9864 -1.8417
H -1.3672 -1.4767 -1.9867
H -1.5602 -1.1693 -0.4254
H -3.5729 -0.5541 -2.4622
H -3.6245 -0.1217 -0.7514
H -2.1130 1.0163 -2.7828
C 1.4595 0.1233 1.7492
C 1.7658 0.3699 0.4744
C 0.8304 0.9264 -0.5706
C 2.4576 -0.3980 2.7377
H 0.4329 0.3078 2.0532
H 2.7598 0.0874 0.1315
H 1.3324 1.7973 -0.9932
H 0.6206 0.2055 -1.3585
H -0.0942 1.2198 -0.0784
H 3.4154 -0.5700 2.2540
H 2.0833 -1.3507 3.1281
H 2.5672 0.2679 3.5927
*
```

4.
Entry from the OMol25 dataset: a cluster of 3 separate species, C5H13NO in total at a distorted geometry (ωB97M-V with the def2-TZVPD basis set).

As for the frontier orbital gap (alpha / beta): 8.729 / 6.564 eV. The value obtained for the relative energy (zero: lowest compared OMol25 entry of this formula, charge and spin) is 518.7 kJ/mol. For the calculated total energy, the calculation gives -328.12130 a.u. The HOMO energy (alpha / beta) is -8.0 / -6.7 eV.

Geometry as ORCA input:
```
! RIJCOSX wB97M-V def2-TZVPD def2/J DEFGRID3
* xyz 0 1
C -1.1823 -0.1485 0.3512
C 1.2631 0.0131 0.3433
C -1.6778 1.2683 0.4226
C 1.9738 -1.2979 0.2598
C 1.7197 1.1179 -0.5524
N -2.7483 -1.1963 -0.5042
O -0.4936 -0.5754 -0.6288
H -1.1411 -0.6788 1.3157
H 1.0421 0.3303 1.3628
H -2.9546 -0.8180 -1.4300
H -2.4286 -2.1527 -0.6628
H -1.1337 1.8303 1.1844
H -1.5805 1.7568 -0.5453
H -2.7320 1.2374 0.6995
H 1.4882 -2.0577 0.8729
H 1.0976 2.0072 -0.4516
H 2.0150 -1.6486 -0.7718
H 3.0063 -1.1973 0.6238
H 1.7204 0.7938 -1.5939
H 2.7462 1.4162 -0.2954
*
```

5.
Entry from the OMol25 dataset: a cluster of 2 separate species, C5H13NO in total (ωB97M-V with the def2-TZVPD basis set).

As for the frontier orbital gap: 9.712 eV. The value obtained for the relative energy (zero: lowest compared OMol25 entry of this formula, charge and spin) is 178.8 kJ/mol. For the calculated total energy, the calculation gives -328.25074 a.u. The HOMO energy is -8.9 eV.

Geometry as ORCA input:
```
! RIJCOSX wB97M-V def2-TZVPD def2/J DEFGRID3
* xyz 0 1
C -0.4581 2.3505 0.9480
O -0.6745 1.2739 1.8741
C 0.6241 1.9724 -0.0579
H -1.3647 2.5529 0.3682
H -0.2501 3.2433 1.5360
H -1.6149 1.0915 1.9062
H 0.2050 1.3679 -0.8541
H 1.0479 2.8753 -0.4976
H 1.3893 1.4003 0.4622
N 0.7645 -1.5013 1.0953
C 0.1876 -2.2415 -0.0147
C 0.0036 -1.2617 -2.3158
C -0.3581 -1.2918 -1.0424
H 0.9310 -2.0900 1.9020
H 0.1884 -0.7190 1.3767
H -0.5960 -2.9335 0.3277
H 0.8919 -2.8689 -0.5726
H -0.4801 -0.6108 -3.0319
H 0.7206 -1.9759 -2.7047
H -1.1573 -0.6338 -0.7050
*
```

6.
Entry from the OMol25 dataset: a cluster of 2 separate species, C5H13NO in total at a distorted geometry (ωB97M-V with the def2-TZVPD basis set).

As for the frontier orbital gap: 10.037 eV. The value obtained for the relative energy (zero: lowest compared OMol25 entry of this formula, charge and spin) is 160.1 kJ/mol. For the calculated total energy, the calculation gives -328.25788 a.u. The HOMO energy is -9.1 eV.

Geometry as ORCA input:
```
! RIJCOSX wB97M-V def2-TZVPD def2/J DEFGRID3
* xyz 0 1
C 0.5659 -1.9967 0.3515
N 0.7941 -1.2131 -0.8996
C -0.3326 -0.2639 -1.0842
C -2.0372 2.3921 1.2021
C -1.5310 1.5163 0.1041
C -0.5054 0.6759 0.0580
H 0.8611 -1.3951 1.2006
H -0.4830 -2.2996 0.4224
H 1.1600 -2.9087 0.3595
H 0.7634 -1.9110 -1.6361
H -1.2640 -0.8356 -1.2222
H -0.2147 0.2429 -2.0452
H -2.2146 3.3991 0.8124
H -2.9502 2.1190 1.7283
H -1.2313 2.4869 1.9388
H -2.1706 1.5360 -0.7858
H 0.1849 0.6656 0.8914
H 2.7597 -0.8480 -0.3638
H 4.2121 -0.9052 -0.8214
O 3.6335 -0.4568 -0.2108
*
```

7.
Entry from the OMol25 dataset: a cluster of 2 separate species, C5H13NO in total (ωB97M-V with the def2-TZVPD basis set).

As for the frontier orbital gap: 8.293 eV. The value obtained for the relative energy (zero: lowest compared OMol25 entry of this formula, charge and spin) is 132.9 kJ/mol. For the calculated total energy, the calculation gives -328.26822 a.u. The HOMO energy is -7.7 eV.

Geometry as ORCA input:
```
! RIJCOSX wB97M-V def2-TZVPD def2/J DEFGRID3
* xyz 0 1
C -1.9432 -0.0796 1.7780
N -0.8187 -0.6974 1.0983
C 0.2097 0.0706 0.5633
C 0.5345 1.2537 1.1011
C 1.6934 2.1382 0.7309
C 0.6903 -0.4085 -0.7846
H -2.6534 -0.8570 2.0325
H -1.6615 0.3825 2.7276
H -2.3941 0.6983 1.1531
H -1.1369 -1.4440 0.5047
H 0.0852 1.4952 2.0541
H 2.2321 1.7714 -0.1376
H 1.3766 3.1699 0.5827
H 2.4417 2.1197 1.5267
H 0.7515 -1.4941 -0.8373
H 1.6882 -0.0406 -0.9933
H -0.0589 -0.0955 -1.5120
H -0.8718 -2.2305 -4.2508
H -0.1435 -3.0856 -3.2344
O -0.0211 -2.6668 -4.1028
*
```

8.
Entry from the OMol25 dataset: a cluster of 2 separate species, C5H13NO in total at a distorted geometry (ωB97M-V with the def2-TZVPD basis set).

As for the frontier orbital gap: 10.793 eV. The value obtained for the relative energy (zero: lowest compared OMol25 entry of this formula, charge and spin) is 43.4 kJ/mol. For the calculated total energy, the calculation gives -328.30233 a.u. The HOMO energy is -10.0 eV.

Geometry as ORCA input:
```
! RIJCOSX wB97M-V def2-TZVPD def2/J DEFGRID3
* xyz 0 1
C -0.4442 2.5757 1.0876
C 0.1403 2.7238 -0.3012
O 1.2766 2.7559 -0.6918
N -0.8838 2.9089 -1.2664
H -1.5222 2.4634 1.0746
H -0.1063 3.3360 1.7875
H -0.6317 2.6886 -2.2055
H -1.8320 3.1385 -1.0219
H -0.0494 1.6427 1.5037
C 0.3318 -1.6599 -0.0310
C -0.9124 -2.4888 0.2932
C 1.6458 -2.3636 -0.3278
H 0.0940 -0.9976 -0.8725
H 0.4994 -0.9568 0.7907
H -0.7889 -3.5112 -0.0665
H 1.8921 -3.0352 0.5018
H 1.6709 -2.9228 -1.2607
H -1.8566 -2.0707 -0.0388
H -0.9926 -2.5795 1.3776
H 2.4695 -1.6473 -0.3328
*
```